75
Properties=species:S:1:pos:R:3 method="wB97M-V/def2-TZVPD" homo_lumo_gap_ev=9.056 energy_ev=-84577.309 mol_weight_g_mol=581.7 total_charge=0 lumo_energy_ev=0.3 fmax_ev_per_a=9.36
H 0.5346 3.6172 -0.5754
H 4.0681 -5.0005 2.7471
C 1.7011 -2.6033 -1.6113
C -2.9298 0.8024 -3.7304
H 4.9017 -3.4510 0.6351
O -1.9691 -5.4152 -1.5274
H 1.8858 -0.3829 1.1515
H -2.5929 7.2665 -1.8135
H 1.2908 2.0613 8.8626
H 2.0214 1.2799 0.2591
H 1.1858 -3.8608 1.9641
C -1.9087 6.4659 -1.5465
H 2.6897 -2.9736 1.1709
H -0.1652 2.1479 1.1202
C 0.9247 -3.2882 -0.3273
O 0.3013 -4.6054 -0.6870
Cl 3.4722 -3.2309 -1.8153
C -0.5370 6.6255 -1.7444
H 0.4086 1.0851 2.6835
H -3.4708 5.1508 -0.8588
C 0.9997 2.6793 6.8193
C -2.5543 2.0485 -4.2329
C 5.3247 -4.5122 0.8945
C -2.4013 5.2777 -1.0076
H 5.7112 -5.1232 -0.0291
Cl 2.3639 -2.8268 -4.3396
C -1.1565 -4.5752 -0.8815
H -1.2246 1.2910 4.6542
H -1.9066 3.3275 -0.2360
C -0.1505 4.4143 -0.8510
C -3.5942 1.5101 -6.3461
H -3.9414 -1.0554 -4.1404
C 0.7436 1.8895 7.9397
H 4.7069 -6.5257 1.7726
H -0.7984 -1.5790 -0.6732
C -1.5228 4.2525 -0.6582
H -2.6673 0.5252 -2.7132
C 0.2915 2.4648 5.6372
H -2.0014 2.7430 -3.6058
H 6.2789 -4.3287 1.5876
C -3.9745 0.2661 -5.8418
H -0.3365 -0.8856 -2.6887
C 0.3412 5.5989 -1.3986
H -2.5981 3.3747 -5.9303
S 2.5490 -5.5300 0.7256
C -2.8885 2.4026 -5.5397
S -1.4165 -0.1215 1.3161
C 4.2006 -5.4540 1.6615
C -0.7453 -1.8991 1.5114
H -4.5287 -0.4277 -6.4685
O -1.6621 -3.3926 -0.1673
H 1.8243 -1.4216 -1.4960
C -3.6435 -0.0865 -4.5338
C -0.4810 -2.4847 0.0024
C -0.6708 1.4567 5.5741
H -1.0020 -2.2002 -4.0047
H 1.4099 5.7224 -1.5553
C 0.9726 -2.8462 -3.0593
C 1.2661 0.4496 0.6069
C 0.0503 1.0768 1.5693
C -0.2148 0.8776 7.8750
H 0.4427 -1.0462 -4.4046
H -0.1531 7.5498 -2.1680
C -0.9204 0.6607 6.6918
C 1.8526 -3.7687 0.9786
H -0.4111 0.2588 8.7466
H 0.1930 -1.8887 2.2108
H -1.5956 -2.5588 2.0138
H -1.6661 -0.1289 6.6410
H 1.7513 3.4632 6.8675
C -0.0658 -1.6620 -3.5214
H 0.4543 -3.8869 -3.1908
H -3.8486 1.7836 -7.3665
H 0.4889 3.0828 4.7653
H 0.7127 0.0776 -0.3696

109
Properties=species:S:1:pos:R:3 method="wB97M-V/def2-TZVPD" homo_lumo_gap_ev=4.413 energy_ev=-73129.310 mol_weight_g_mol=824.8 total_charge=-1 lumo_energy_ev=0.1 fmax_ev_per_a=1.99
C -4.0213 -1.6136 -7.9125
C -2.9333 -7.1706 1.3502
O 3.7899 -1.6144 1.2055
H -0.0557 1.9337 -1.0527
H 1.2138 -1.0276 0.0597
H -0.1829 -2.8881 0.4448
H 5.6434 2.3676 -0.8217
C -1.4876 0.9851 -6.7075
C 7.4808 1.4087 -0.2466
O -4.7964 -1.5394 -4.3995
O -2.2302 -6.1958 -0.8188
H -1.9069 -4.8654 -2.3879
H -4.1737 7.5490 4.2097
C 0.2334 -2.1278 -1.5866
H -0.5188 2.3730 2.4629
O -3.2011 8.0809 6.4492
C 4.8176 -3.8314 2.5502
C 6.7810 -5.0684 3.1986
N -1.9631 3.0769 -0.0770
C -2.8359 0.4486 -4.3300
H -4.0621 6.8303 1.8519
C -0.6065 0.0958 -0.4256
H -2.0921 -9.0395 0.4877
C -3.1641 6.8319 2.4588
C -1.8227 1.3970 -4.3571
H -1.5602 1.9325 -3.4514
H -1.3548 0.0571 -1.2647
H 0.4844 -5.1746 -1.9149
C -2.0732 7.2443 4.5660
H -3.3586 0.2447 -3.4030
C -1.1978 2.2397 0.5553
C 4.9977 -1.6955 1.2961
H 0.1415 6.1109 2.2516
H 0.1898 8.6551 9.8566
H -1.8653 8.6166 8.4924
C -3.2273 7.2363 3.7853
C -3.0814 -8.6800 0.8843
H 8.6675 -4.2039 2.6570
C 7.8867 -1.9271 1.4481
C -0.8599 6.8238 4.0184
H -4.2300 -6.4646 -0.2529
H -3.8795 -8.7391 0.0868
C -4.2525 -1.2576 -5.4496
C -0.8993 7.7484 6.7757
C 7.5899 -4.0959 2.6267
H -0.7980 -2.0309 -2.0315
C 6.0953 1.4997 -0.3554
O 1.4154 6.3750 4.3857
H -3.3408 -5.1339 0.6742
C 5.3952 -4.9318 3.1685
H -3.4329 -9.3205 1.7431
C -1.9493 6.4354 1.9056
C -2.5157 0.0447 -6.6885
H -2.3897 -4.0206 -0.8629
H 4.2117 0.5590 0.0551
C -2.1430 7.7173 5.9689
H 8.1082 2.2083 -0.6236
C -4.6551 -1.9268 -6.7100
C -1.7742 -4.8795 -1.2551
H 0.0932 -5.5103 -0.0536
C -5.6849 -2.8651 -6.6898
N -0.1789 1.4958 -0.1325
H -1.8912 -7.0305 1.7621
C -0.8005 6.4254 2.6848
H 1.3848 -0.1498 -1.5014
C 7.0145 -2.9810 2.0199
H -2.5869 3.4654 0.6393
H 3.7386 -3.7317 2.5238
C 5.2898 0.4823 0.1375
O 9.0996 -2.0362 1.4882
C -0.9364 8.2437 8.0777
H 4.7653 -5.6857 3.6257
H -3.6621 -6.9524 2.1900
C -6.0919 -3.4733 -7.8692
N -1.4036 2.1215 2.0153
H 2.3168 7.7933 8.9234
H -0.3453 2.3925 -5.5611
H 1.4423 -3.3464 -0.2231
H -1.5560 1.1149 2.1617
H 7.2303 -5.9329 3.6738
C -4.4371 -2.2227 -9.0951
H -1.0462 -0.4082 0.4815
C -1.1426 1.6583 -5.5437
H -5.7980 -3.6156 -9.9948
C -3.1813 -0.2344 -5.4937
H -3.9566 -1.9745 -10.0339
C -3.2317 -6.1324 0.1772
H -6.8957 -4.2004 -7.8520
H 9.1398 0.2260 0.4215
H 2.3929 6.9244 6.6156
C 1.4162 7.7830 8.3204
C 5.6254 -2.8565 1.9692
C 0.6552 -0.7443 -0.8792
C 0.3386 -3.2643 -0.4853
H -6.1721 -3.1187 -5.7560
C 0.3036 7.2842 6.2432
C -2.9046 -0.6387 -7.9449
O -2.3224 -0.3988 -8.9877
H 0.9771 -2.2732 -2.4214
C 7.2569 -0.7334 0.8337
H -0.9591 1.1954 -7.6295
C -5.4730 -3.1468 -9.0731
C 0.2200 8.2647 8.8459
C 5.8686 -0.6320 0.7417
C 8.0613 0.2933 0.3422
C 1.4591 7.2939 7.0221
B -0.1516 -4.7542 -0.9728
H -1.8994 6.1314 0.8663
C 0.3689 6.7922 4.8461

21
Properties=species:S:1:pos:R:3 method="wB97M-V/def2-TZVPD" homo_lumo_gap_ev=9.446 energy_ev=-41649.959 mol_weight_g_mol=190.0 total_charge=+1 lumo_energy_ev=-4.7 e_above_lowest_kj_mol=0.0 fmax_ev_per_a=3.75
H 1.2022 3.0829 0.5124
C 1.1578 -1.4554 0.6174
N 0.1638 1.2257 0.0352
N -0.2012 -1.4069 0.1769
P -0.9564 -0.0023 0.1700
C 0.7090 1.2988 -1.3235
C 0.2443 2.5237 0.6891
Cl -2.1421 0.3068 1.7172
H 0.7536 2.3173 -1.5081
H 1.5679 -0.4413 0.7209
H -0.0885 2.4950 1.8034
H -0.5008 3.1785 0.3746
H -1.9366 -2.5553 0.3588
C -0.9212 -2.6122 -0.0328
H 1.8200 -1.8671 -0.1396
H -0.0359 0.8646 -2.0220
H -0.3017 -3.5185 0.1932
H 1.1958 -1.9470 1.5918
Cl -2.3828 0.4021 -1.5205
H 1.6717 0.8202 -1.2595
H -1.0189 -2.7096 -1.1548

12
Properties=species:S:1:pos:R:3 method="wB97M-V/def2-TZVPD" homo_lumo_gap_ev=8.080 energy_ev=-9242.886 mol_weight_g_mol=90.1 total_charge=0 lumo_energy_ev=0.6 e_above_lowest_kj_mol=427.6 fmax_ev_per_a=4.10
C 1.1312 1.2644 -1.0292
N -0.5642 -0.7398 0.3511
C -0.8762 0.5059 0.1330
H 0.1894 -1.1684 -0.1702
H -0.9657 -1.8558 1.9773
H -2.2867 -1.2378 1.2165
N -1.3848 -1.6812 1.0614
O 1.8185 0.0785 -1.2129
H 2.4565 -0.0309 -0.5056
H 0.6870 1.6297 -1.9373
H 1.5457 1.9821 -0.3439
O -1.7507 1.2534 0.4597